Molecular formula: C5H10O2
Method: DFT, ωB97M-V/def2-TZVPD

Last column: Löwdin charge in e.
Element x y z (Å)
1 C -1.418 -1.429 0.307  -0.011
2 C -0.589 -0.212 -0.084  -0.462
3 C 0.871 -0.313 -0.560  -0.093
4 C 1.927 0.306 0.379  -0.260
5 O 1.888 1.715 0.414  -0.070
6 C -1.383 0.936 -0.535  -0.095
7 O -0.803 0.931 0.765  -0.051
8 H -1.595 -2.087 -0.553  0.089
9 H -0.988 -2.027 1.116  0.084
10 H -2.401 -1.078 0.645  0.084
11 H 0.971 0.230 -1.507  0.119
12 H 1.148 -1.355 -0.759  0.118
13 H 2.919 0.053 -0.015  0.117
14 H 1.865 -0.121 1.392  0.122
15 H 1.023 1.951 0.777  0.072
16 H -2.470 0.865 -0.521  0.115
17 H -0.966 1.633 -1.260  0.122

## Properties
- E_tot (eV) = -9440.823
- total charge = 0
- largest force on an atom (eV/Å) = 0.44
- 2S+1 = 1
- SMILES = C[C@@]1(CCO)CO1

Molecular formula: C39H43N5O13
Method: DFT, ωB97M-V/def2-TZVPD

Last column: Mulliken spin population.
Element x y z (Å)
1 C -14.702 13.958 10.906  0.193
2 C -15.085 12.664 10.496  -0.088
3 C -14.859 12.234 9.194  0.131
4 C -14.311 13.149 8.292  -0.035
5 C -13.975 14.456 8.715  0.138
6 C -14.149 14.856 10.036  -0.135
7 N -14.141 12.754 6.930  0.244
8 O -14.135 11.507 6.721  0.223
9 O -13.789 13.578 6.071  0.209
10 H -14.794 14.233 11.947  0.046
11 H -15.550 12.025 11.233  -0.003
12 H -15.103 11.244 8.837  0.040
13 H -13.505 15.080 7.970  0.052
14 H -13.782 15.831 10.323  -0.036
15 C -12.680 15.989 4.002  0.004
16 C -12.176 15.912 2.738  0.005
17 C -12.326 17.020 1.879  0.000
18 C -13.081 18.147 2.242  0.000
19 C -13.683 18.123 3.477  -0.001
20 C -13.397 17.120 4.342  0.001
21 N -13.082 19.314 1.335  0.000
22 O -13.437 20.384 1.840  0.000
23 O -12.894 19.139 0.148  0.000
24 H -12.506 15.253 4.773  -0.001
25 H -11.505 15.126 2.425  0.000
26 H -11.885 17.015 0.894  0.000
27 H -14.213 18.972 3.883  0.000
28 H -13.775 17.367 5.323  -0.002
29 C -14.824 16.714 16.896  0.000
30 C -15.086 16.747 15.574  0.000
31 C -15.546 15.629 14.884  -0.007
32 C -15.860 14.477 15.658  0.002
33 C -15.686 14.499 17.068  0.000
34 C -15.092 15.570 17.668  0.000
35 N -16.266 13.250 14.964  0.001
36 O -16.616 12.287 15.665  0.000
37 O -16.323 13.267 13.736  0.001
38 H -14.430 17.583 17.402  0.000
39 H -14.923 17.715 15.125  0.000
40 H -15.707 15.583 13.817  0.006
41 H -16.001 13.668 17.682  0.000
42 H -14.894 15.553 18.730  0.000
43 C -11.617 15.027 13.982  0.000
44 C -10.241 14.806 14.043  0.001
45 C -9.396 15.435 13.149  0.001
46 C -9.883 16.230 12.121  -0.001
47 C -11.255 16.336 11.990  0.000
48 C -12.164 15.745 12.887  -0.014
49 N -8.924 16.944 11.290  -0.001
50 O -7.839 16.424 11.104  0.000
51 O -9.141 18.100 10.894  0.000
52 H -12.264 14.555 14.707  -0.001
53 H -9.825 14.196 14.831  0.000
54 H -8.358 15.366 13.442  0.000
55 H -11.664 16.887 11.156  0.007
56 H -13.236 15.812 12.778  0.011
57 C -16.421 18.668 9.577  0.002
58 C -15.739 18.788 10.772  0.000
59 C -16.455 19.023 11.992  0.000
60 C -17.865 19.186 11.953  0.000
61 C -18.535 19.135 10.709  0.000
62 C -17.809 18.879 9.517  0.000
63 N -18.576 19.408 13.204  0.000
64 O -17.962 19.928 14.111  0.000
65 O -19.790 19.112 13.266  0.000
66 H -15.863 18.449 8.679  0.000
67 H -14.705 18.488 10.690  -0.001
68 H -15.890 18.984 12.911  0.000
69 H -19.601 19.306 10.689  0.000
70 H -18.267 18.885 8.539  0.000
71 C -14.155 7.068 10.182  0.000
72 C -14.956 8.208 9.451  0.003
73 O -15.377 9.175 10.066  -0.001
74 C -15.191 8.153 7.873  0.003
75 H -13.092 7.292 10.098  0.000
76 H -14.285 6.110 9.678  0.000
77 H -14.364 7.018 11.250  0.000
78 H -14.259 7.969 7.339  0.000
79 H -15.655 9.062 7.491  0.000
80 H -15.695 7.214 7.647  0.000
81 C -11.211 17.362 7.688  0.004
82 C -12.456 18.129 8.156  -0.003
83 O -13.588 17.687 7.944  0.001
84 C -12.320 19.386 8.936  0.001
85 H -10.745 17.941 6.891  0.000
86 H -11.546 16.409 7.279  0.006
87 H -10.569 17.078 8.521  -0.003
88 H -11.331 19.776 8.697  0.000
89 H -12.320 19.185 10.008  0.000
90 H -13.125 20.102 8.764  0.000
91 C -18.222 12.897 8.565  -0.003
92 C -18.438 14.150 7.741  0.002
93 O -19.403 14.253 7.032  0.001
94 C -17.445 15.290 7.831  -0.014
95 H -17.161 12.655 8.616  0.006
96 H -18.834 12.143 8.069  -0.001
97 H -18.535 12.994 9.605  0.001
98 H -17.746 15.943 8.651  0.000
99 H -17.314 15.899 6.937  -0.003
100 H -16.502 14.787 8.043  0.011

## Properties
- E_tot (eV) = -75194.308
- total charge = -1
- largest force on an atom (eV/Å) = 2.90
- 2S+1 = 2

Molecular formula: C28H75FIN3O28P7
Method: DFT, ωB97M-V/def2-TZVPD

Last column: Löwdin charge in e.
Element x y z (Å)
1 N 4.988 2.704 1.494  -0.005
2 C 4.614 3.972 2.182  -0.200
3 N 3.255 4.409 1.712  -0.099
4 C 2.326 4.857 2.752  0.064
5 C 1.088 5.156 1.888  -0.152
6 C -0.185 5.650 2.724  -0.125
7 C -0.872 4.305 3.343  -0.155
8 C -1.979 3.789 2.307  -0.138
9 F -2.364 2.453 2.766  -0.132
10 N 1.288 4.907 0.474  0.112
11 C 2.658 4.435 0.418  -0.609
12 I 3.590 3.819 -1.428  0.923
13 H 4.767 1.912 2.119  0.093
14 H 5.975 2.698 1.202  0.081
15 H 4.572 3.725 3.312  0.147
16 H 5.344 4.833 2.020  0.152
17 H 2.494 4.940 3.871  0.153
18 H 0.141 6.384 3.550  0.127
19 H -0.911 6.214 2.030  0.125
20 H -0.030 3.510 3.360  0.111
21 H -1.238 4.437 4.414  0.127
22 H -2.856 4.527 2.322  0.125
23 H -1.549 3.626 1.248  0.120
24 H 0.587 5.047 -0.263  0.166
25 C 5.772 0.183 -1.232  -0.152
26 O 7.033 -0.457 -1.360  -0.285
27 P 7.787 -0.793 0.149  0.724
28 O 8.149 0.676 0.348  -0.296
29 O 9.037 -1.539 -0.625  -0.252
30 C 8.951 -1.955 -1.982  -0.110
31 O 8.476 -1.204 1.664  -0.247
32 C 8.722 -2.589 1.900  -0.132
33 H 5.348 0.320 -2.227  0.086
34 H 5.097 -0.439 -0.639  0.086
35 H 5.886 1.162 -0.759  0.036
36 H 9.066 -1.094 -2.645  0.092
37 H 8.014 -2.475 -2.181  0.085
38 H 9.772 -2.651 -2.178  0.093
39 H 9.565 -2.937 1.299  0.083
40 H 7.832 -3.179 1.675  0.082
41 H 8.983 -2.720 2.952  0.087
42 C -1.123 0.646 1.170  -0.124
43 O -1.039 0.267 -0.203  -0.291
44 P -2.329 -0.747 -0.725  0.735
45 O -1.767 -1.963 0.002  -0.268
46 O -1.730 -0.728 -2.264  -0.258
47 C -0.762 0.218 -2.691  -0.124
48 O -3.689 -1.638 -1.270  -0.238
49 C -4.458 -1.057 -2.320  -0.138
50 H -0.293 1.317 1.397  0.084
51 H -2.060 1.165 1.353  0.065
52 H -1.055 -0.231 1.815  0.061
53 H 0.227 -0.063 -2.320  0.090
54 H -1.022 1.228 -2.372  0.078
55 H -0.732 0.207 -3.785  0.092
56 H -3.913 -1.101 -3.265  0.081
57 H -4.710 -0.022 -2.081  0.081
58 H -5.378 -1.632 -2.435  0.090
59 C 2.929 -4.874 -2.152  -0.130
60 O 4.193 -5.520 -2.267  -0.283
61 P 4.955 -5.836 -0.758  0.716
62 O 5.327 -4.371 -0.561  -0.306
63 O 6.195 -6.598 -1.532  -0.262
64 C 6.100 -7.019 -2.889  -0.105
65 O 5.640 -6.266 0.755  -0.254
66 C 5.869 -7.654 0.983  -0.141
67 H 2.508 -4.755 -3.151  0.092
68 H 2.252 -5.484 -1.551  0.082
69 H 3.041 -3.887 -1.696  0.076
70 H 6.222 -6.162 -3.556  0.096
71 H 5.158 -7.530 -3.083  0.082
72 H 6.913 -7.724 -3.088  0.093
73 H 6.706 -8.010 0.378  0.082
74 H 4.971 -8.232 0.755  0.081
75 H 6.129 -7.795 2.033  0.087
76 C -5.844 5.859 5.837  -0.129
77 O -5.194 6.915 5.133  -0.295
78 P -5.846 7.214 3.570  0.722
79 O -5.203 5.961 2.987  -0.301
80 O -4.805 8.479 3.367  -0.264
81 C -4.101 9.065 4.453  -0.120
82 O -6.591 7.590 2.073  -0.250
83 C -7.105 8.915 1.937  -0.121
84 H -5.393 5.773 6.826  0.090
85 H -6.907 6.084 5.949  0.083
86 H -5.720 4.912 5.308  0.081
87 H -3.258 8.430 4.740  0.086
88 H -4.757 9.244 5.305  0.086
89 H -3.705 10.030 4.123  0.092
90 H -6.290 9.635 1.841  0.084
91 H -7.730 9.168 2.796  0.086
92 H -7.707 8.964 1.028  0.082
93 C -11.755 8.718 -3.596  -0.131
94 O -10.477 8.116 -3.780  -0.290
95 P -9.615 7.851 -2.315  0.719
96 O -9.284 9.330 -2.161  -0.277
97 O -8.389 7.123 -3.146  -0.262
98 C -8.541 6.679 -4.487  -0.119
99 O -8.838 7.471 -0.833  -0.266
100 C -8.550 6.094 -0.602  -0.135
101 H -12.240 8.806 -4.570  0.090
102 H -12.372 8.093 -2.948  0.081
103 H -11.652 9.714 -3.162  0.082
104 H -8.488 7.529 -5.172  0.094
105 H -9.472 6.129 -4.623  0.084
106 H -7.712 6.002 -4.718  0.089
107 H -7.735 5.759 -1.248  0.083
108 H -9.441 5.487 -0.777  0.081
109 H -8.230 5.972 0.434  0.080
110 C 1.655 -8.531 -8.031  -0.134
111 O 2.915 -9.190 -8.118  -0.294
112 P 3.641 -9.508 -6.591  0.724
113 O 4.027 -8.044 -6.417  -0.278
114 O 4.888 -10.278 -7.350  -0.260
115 C 4.803 -10.713 -8.701  -0.116
116 O 4.341 -9.890 -5.068  -0.263
117 C 4.580 -11.270 -4.804  -0.143
118 H 1.256 -8.411 -9.039  0.090
119 H 0.960 -9.132 -7.442  0.080
120 H 1.769 -7.544 -7.576  0.080
121 H 4.928 -9.863 -9.376  0.094
122 H 3.862 -11.228 -8.896  0.084
123 H 5.618 -11.419 -8.884  0.092
124 H 5.414 -11.638 -5.405  0.082
125 H 3.684 -11.859 -5.009  0.081
126 H 4.849 -11.381 -3.752  0.086
127 C -1.333 -2.732 3.144  -0.137
128 O -1.150 -2.428 4.526  -0.295
129 P -1.985 -3.493 5.589  0.718
130 O -3.335 -2.867 5.269  -0.274
131 O -1.339 -2.720 6.898  -0.261
132 C -0.228 -1.842 6.790  -0.126
133 O -2.709 -4.650 6.629  -0.245
134 C -1.837 -5.358 7.506  -0.144
135 H -0.738 -2.037 2.554  0.057
136 H -0.995 -3.751 2.941  0.086
137 H -2.382 -2.627 2.862  0.084
138 H -0.551 -0.877 6.391  0.089
139 H 0.562 -2.271 6.173  0.082
140 H 0.177 -1.679 7.793  0.089
141 H -1.480 -4.703 8.304  0.080
142 H -0.991 -5.770 6.953  0.080
143 H -2.396 -6.174 7.966  0.088

## Properties
- E_tot (eV) = -167868.761
- total charge = +1
- largest force on an atom (eV/Å) = 10.08
- 2S+1 = 1

The highest E_tot belongs to which entry? C5H10O2

Number 2 is which compound? C39H43N5O13

Among the records above, which one has the highest E_tot? C5H10O2